Entry 1:
The following is a quantum chemistry calculation of C97H61Br12F3O21 as an isolated structure in a non-equilibrium geometry, from OMol25.

Cartesian coordinates (Å):
C: -11.976982 -25.270435 -4.536457
C: -11.438945 -24.138336 -5.522263
O: -12.566577 -23.638271 -6.201597
C: -13.537071 -24.541707 -6.180253
O: -14.426122 -24.671463 -6.982810
O: -13.269636 -25.392141 -5.195942
F: -10.663971 -24.712906 -6.403112
H: -12.003017 -24.864299 -3.525291
H: -11.430293 -26.210457 -4.611208
H: -10.886755 -23.316479 -5.066496
C: -12.049278 -29.748068 -1.976964
C: -12.861030 -28.577276 -2.523795
O: -11.806422 -27.657457 -2.614414
C: -10.620554 -28.193078 -2.666221
O: -9.592029 -27.619763 -2.595695
O: -10.725603 -29.510386 -2.392240
F: -13.868212 -28.238769 -1.672687
H: -12.414563 -30.730500 -2.276148
H: -11.911017 -29.771408 -0.896022
H: -13.383390 -28.719617 -3.469827
C: -4.106256 -24.564575 1.037765
C: -5.083476 -25.690719 1.285055
O: -4.261100 -26.735838 1.824821
C: -2.966955 -26.452145 1.562914
O: -2.091610 -27.112232 2.056784
O: -2.867379 -25.223789 1.057295
F: -5.644888 -26.056162 0.202027
H: -4.199579 -23.791516 1.800495
H: -4.188839 -24.207625 0.011185
H: -5.858396 -25.307376 1.948881
C: -6.525819 -29.909803 -8.191284
C: -7.395648 -30.218911 -7.140811
C: -8.012503 -29.134865 -6.473538
C: -7.650168 -27.755476 -6.690212
C: -6.770047 -27.498964 -7.707634
C: -6.212350 -28.579706 -8.438228
C: -6.273462 -26.199274 -8.029912
O: -5.480437 -25.984329 -8.935645
C: -6.644252 -25.101010 -7.046724
C: -6.045813 -23.907655 -7.147767
C: -6.357966 -22.889675 -6.248239
C: -7.172329 -23.094331 -5.130703
C: -7.711242 -24.397812 -4.978950
C: -7.525657 -25.342325 -6.004891
C: -8.174684 -26.694428 -5.850491
O: -9.117120 -26.967821 -5.140815
H: -6.262057 -30.677043 -8.904147
H: -7.813555 -31.172721 -6.854483
H: -8.689108 -29.282933 -5.644871
H: -5.623779 -28.371795 -9.319569
H: -5.351045 -23.587971 -7.910329
H: -5.948938 -21.900107 -6.389108
H: -7.400501 -22.254914 -4.490610
H: -8.407210 -24.562372 -4.169661
C: 1.760333 -22.566993 -3.087649
C: 0.623048 -23.339060 -3.010466
C: -0.304579 -23.029516 -2.048006
C: -0.054394 -21.991880 -1.117020
C: 1.287871 -21.393415 -1.049240
C: 2.115585 -21.749244 -2.090724
C: 1.684341 -20.456778 0.060901
O: 2.893732 -20.014413 0.136066
C: 0.628974 -20.320985 1.100588
C: 1.099305 -19.649634 2.288884
C: 0.195309 -19.508502 3.320387
C: -1.092978 -19.947962 3.172655
C: -1.571861 -20.625343 2.089792
C: -0.680595 -20.911683 1.032356
C: -1.084658 -21.800431 -0.055358
O: -2.194466 -22.272503 -0.218130
H: 2.398992 -22.785206 -3.930796
H: 0.393690 -24.060722 -3.780525
H: -1.257759 -23.533632 -1.987087
H: 3.082828 -21.276897 -2.178689
H: 2.111433 -19.273856 2.260618
H: 0.490339 -18.997934 4.225192
H: -1.617264 -19.798056 4.104891
H: -2.572598 -20.967823 2.308031
C: -5.172273 -20.861979 1.896555
C: -4.908285 -21.042432 0.581236
C: -5.742957 -21.861496 -0.136679
C: -6.900342 -22.362874 0.495342
C: -7.178875 -22.208769 1.809546
C: -6.304402 -21.399163 2.568265
C: -8.392170 -22.749567 2.406333
O: -8.738288 -22.345699 3.575194
C: -9.326074 -23.593082 1.588984
C: -10.516171 -24.076428 2.096731
C: -11.354287 -24.852089 1.318798
C: -11.121960 -24.970536 -0.031060
C: -9.963762 -24.457010 -0.545350
C: -9.009157 -23.759749 0.268535
C: -7.730700 -23.231258 -0.432356
O: -7.502049 -23.368618 -1.668595
H: -4.579689 -20.316278 2.615902
H: -4.008443 -20.549881 0.243482
H: -5.478463 -22.011350 -1.173008
H: -6.387106 -21.265857 3.636805
H: -10.819339 -23.893090 3.116964
H: -12.149575 -25.473198 1.703679
H: -11.762602 -25.578054 -0.653062
H: -9.767076 -24.772190 -1.559440
C: -5.570903 -27.180641 -3.635340
C: -5.316206 -25.875226 -3.084054
C: -4.424839 -25.094980 -3.795731
C: -3.589447 -25.614169 -4.789568
C: -3.845941 -26.874191 -5.314487
C: -4.849329 -27.659541 -4.717821
C: -3.050375 -27.527334 -6.453156
O: -3.121260 -28.791764 -6.607273
C: -2.037388 -26.589356 -7.126780
C: -1.158365 -27.071765 -8.152367
C: -0.075242 -26.305355 -8.665773
C: 0.048731 -25.009498 -8.207616
C: -0.745731 -24.487393 -7.179237
C: -1.842833 -25.256072 -6.636790
C: -2.637585 -24.647210 -5.490200
O: -2.529910 -23.436200 -5.125673
H: -6.371364 -27.705321 -3.134970
H: -6.020357 -25.501805 -2.355283
H: -4.445703 -24.074548 -3.442607
H: -5.208208 -28.642831 -4.983790
H: -1.278232 -28.109801 -8.425314
H: 0.685495 -26.635304 -9.357728
H: 0.807055 -24.364654 -8.626562
H: -0.555974 -23.529272 -6.718382
C: -16.185070 -18.208062 7.392656
C: -15.388648 -17.125585 7.070555
C: -14.780060 -17.197603 5.817075
C: -14.753485 -18.445736 5.044369
C: -15.404222 -19.613037 5.593596
C: -16.141870 -19.416489 6.744800
C: -15.232682 -20.998750 4.988946
O: -15.692259 -21.913447 5.646863
C: -14.574008 -21.057333 3.659416
C: -14.615032 -22.286218 3.023103
C: -13.944749 -22.544648 1.809939
C: -13.374262 -21.486675 1.132161
C: -13.302808 -20.209635 1.798278
C: -13.982553 -19.985208 2.967915
C: -13.894995 -18.625846 3.720409
O: -13.218363 -17.739900 3.278700
H: -16.780413 -18.109308 8.288313
H: -15.452930 -16.197072 7.618393
H: -14.422275 -16.313309 5.310684
H: -16.420776 -20.292237 7.311959
H: -15.002235 -23.201586 3.445681
H: -13.959346 -23.533012 1.374830
H: -12.800043 -21.545719 0.219376
H: -12.651352 -19.456842 1.379580
C: -7.289383 -17.834284 -6.735755
C: -6.632540 -16.936853 -5.845223
C: -7.164706 -16.902046 -4.524464
C: -8.175906 -17.790648 -4.096882
C: -8.590767 -18.815411 -4.932507
C: -8.196427 -18.784752 -6.210167
C: -9.531941 -19.848828 -4.486992
O: -10.081756 -20.706301 -5.258775
C: -9.773185 -19.847289 -3.043258
C: -10.251794 -21.101103 -2.528777
C: -10.568736 -21.186226 -1.199068
C: -10.454152 -20.034719 -0.406187
C: -9.927867 -18.889082 -0.879166
C: -9.500696 -18.843091 -2.172122
C: -8.777931 -17.633368 -2.682922
O: -8.678320 -16.609329 -1.976938
H: -7.031129 -17.797648 -7.783774
H: -5.920081 -16.240524 -6.262250
H: -6.691960 -16.148752 -3.911718
H: -8.463630 -19.520779 -6.953986
H: -10.357436 -21.957781 -3.177887
H: -10.826142 -22.159034 -0.806893
H: -10.653408 -20.062248 0.654918
H: -9.700975 -17.995841 -0.316109
C: -4.351085 -19.145761 6.807265
Br: -3.503768 -20.919740 6.752895
Br: -6.084126 -19.382559 5.840055
Br: -3.076024 -17.817691 6.152536
H: -4.629377 -18.998254 7.850765
C: -9.671068 -23.560957 6.486222
Br: -8.853274 -24.574605 7.926094
Br: -9.287654 -21.661709 6.584302
Br: -11.563854 -23.648945 6.623041
H: -9.369984 -23.849981 5.479293
C: -10.614843 -28.546486 2.193775
Br: -9.772696 -29.465000 0.746626
Br: -10.631260 -29.584124 3.921193
Br: -12.522614 -28.334200 1.625111
H: -10.156281 -27.577975 2.393270
C: -3.431906 -19.100100 -3.219043
Br: -1.593378 -19.256226 -2.620413
Br: -3.916598 -20.278479 -4.693759
Br: -3.828482 -17.226000 -3.634390
H: -4.022601 -19.312810 -2.328015

Forces on atoms 1 to 2 (eV/Å):
-0.5 2.5 -2.5
-0.5 0.0 2.2

The total charge is 0. The calculation puts the total energy at -36500.6663 Eh. The value obtained for the orbital gap is 7.52 eV.

Here are the Mulliken charges for atoms 1 to 8, given in e: C 0.646; C 1.112; O -0.412; C 0.633; O -0.581; O -0.422; F -0.321; H -0.004

***

Entry 2:
The following is a quantum chemistry calculation of C25H22IMnN2O7SeTe as an isolated structure in a non-equilibrium geometry, from OMol25.

Cartesian coordinates (Å):
Mn: -0.301828 -1.203779 -0.557267
O: 3.264021 -3.900811 -0.073939
C: 3.016957 -4.739319 0.948952
O: 3.689390 -5.736244 1.153759
C: 1.766005 -4.453971 1.728436
O: 0.652653 -3.849441 1.041451
C: -0.246642 -4.745884 0.410194
C: -1.444790 -3.808492 -0.075895
O: -2.477840 -3.886875 0.589944
O: -1.121508 -2.942560 -0.947151
H: 2.831263 -2.951281 0.129961
H: 2.018652 -3.752028 2.510279
H: 1.329754 -5.447985 2.099070
H: -0.684042 -5.582470 0.993390
H: 0.172334 -5.207584 -0.564526
Te: 0.886473 4.082638 -2.507891
C: 0.990981 4.534354 -0.418825
C: 0.085858 5.542855 0.000231
C: -0.049297 5.762652 1.298737
C: 0.824975 5.150342 2.276075
C: 1.831797 4.270797 1.850413
C: 1.882334 3.925071 0.505830
H: -0.425156 5.944611 -0.832603
H: -0.905430 6.346412 1.699951
H: 0.749671 5.460415 3.299055
H: 2.541860 3.743721 2.622006
H: 2.442420 3.095087 0.129432
I: 8.354914 0.935733 0.330229
C: 6.325574 0.483082 -0.037553
C: 5.775650 -0.450699 0.910302
C: 4.448953 -0.635860 0.770244
C: 3.685341 0.082841 -0.135073
C: 4.277623 0.958768 -1.083524
C: 5.677729 1.261638 -0.938673
C: 2.307822 -0.471497 -0.371941
O: 1.930773 -1.559763 0.192941
O: 1.493974 0.104057 -1.181043
H: 6.476967 -0.984945 1.585081
H: 3.951091 -1.372609 1.368994
H: 3.727667 1.411570 -1.918545
H: 6.283117 1.916574 -1.555487
C: -3.613177 2.190881 0.240387
N: -3.836313 0.797636 0.033258
C: -3.026649 -0.285927 0.437326
Se: -1.493621 -0.301598 1.546105
N: -3.613934 -1.416740 -0.146508
C: -4.578742 -1.040186 -1.064990
C: -5.288603 -1.780866 -2.027498
C: -6.255071 -1.067040 -2.704418
C: -6.535433 0.304937 -2.411443
C: -5.763061 1.073140 -1.555952
C: -4.809391 0.355164 -0.829820
H: -3.211935 2.649852 -0.694119
H: -2.892485 2.342363 1.091549
H: -4.546542 2.686553 0.556798
H: -3.169784 -2.422696 0.030709
H: -5.119853 -2.919562 -2.162751
H: -6.892655 -1.429558 -3.481766
H: -7.468418 0.788302 -2.741371
H: -5.922393 2.146226 -1.360518

Forces on atoms 1 to 2 (eV/Å):
2.2 0.6 0.3
-0.5 1.6 1.5

The expectation value of S² is 8.755. The total charge is -1. The calculation puts the total energy at -5720.3066 Eh. The spin multiplicity is 6. The value obtained for the orbital gap (alpha / beta) is 4.61 / 4.42 eV.

Here are the Mulliken charges for atoms 1 to 8, given in e: Mn 1.099; O -0.494; C 0.654; O -0.621; C -0.563; O 0.012; C -0.466; C 0.558